[1]
{
  "formula": "C4H9N3O",
  "method": "ωB97M-V with the def2-TZVPD basis set",
  "symbols": ["C", "C", "N", "C", "C", "N", "N", "O", "H", "H", "H", "H", "H", "H", "H", "H", "H"],
  "xyz": [[1.08, 0.42, 1.68], [1.42, 0.05, -0.82], [-1.09, -0.51, 0.01], [-1.43, 0.94, -0.43], [0.53, 0.55, 0.29], [-1.48, -1.62, -0.79], [-0.35, 1.57, 0.04], [-2.45, 1.21, -1.01], [-1.46, -0.67, 0.95], [-2.47, -1.49, -1.03], [-0.97, -1.54, -1.66], [1.86, 1.18, 1.80], [0.31, 0.62, 2.42], [0.92, 0.10, -1.78], [2.29, 0.72, -0.87], [1.53, -0.56, 1.84], [1.78, -0.96, -0.63]],
  "lowdin_charge": [-0.03, -0.03, -0.03, -0.56, -0.40, 0.05, 0.12, 0.05, 0.14, 0.09, 0.08, 0.10, 0.08, 0.08, 0.10, 0.08, 0.09],
  "e_lumo_ev": 0.71,
  "homo_ha": -0.329,
  "molar_mass_g_mol": 115.14
}

=====

[2]
{
  "formula": "C4H3NO2",
  "method": "ωB97M-V with the def2-TZVPD basis set",
  "symbols": ["C", "C", "C", "C", "H", "H", "H", "N", "O", "O"],
  "xyz": [[1.45, -0.60, 0.01], [-0.05, 0.67, 0.06], [-1.31, 1.08, -0.01], [-0.07, -0.71, -0.03], [2.01, -0.96, -0.84], [1.97, -0.96, 0.88], [-1.96, 1.96, -0.09], [-1.27, -1.27, 0.01], [1.27, 0.87, 0.00], [-2.04, -0.07, 0.02]],
  "lowdin_charge": [0.00, -0.31, -0.01, -0.19, 0.12, 0.12, 0.14, 0.16, 0.04, -0.08],
  "e_lumo_ev": 0.82,
  "homo_ha": -0.342,
  "molar_mass_g_mol": 97.07
}

=====

[3]
{
  "formula": "H2N2O4S",
  "method": "ωB97M-V with the def2-TZVPD basis set",
  "symbols": ["N", "N", "O", "O", "O", "O", "S", "H", "H"],
  "xyz": [[-0.31, -1.14, -0.35], [-0.68, -0.03, -0.07], [-0.83, -1.99, -1.01], [1.05, -1.45, -0.05], [-0.49, 2.42, 0.29], [1.45, 1.36, -0.68], [0.56, 1.18, 0.40], [1.16, -2.21, -0.61], [-1.39, 2.35, 0.15]],
  "lowdin_charge": [-0.46, -0.05, 0.08, 0.04, -0.26, -0.39, 0.91, 0.10, 0.02],
  "e_lumo_ev": 0.05,
  "homo_ha": -0.384,
  "molar_mass_g_mol": 126.09
}

=====

[4]
{
  "formula": "H18O9",
  "method": "ωB97M-V with the def2-TZVPD basis set",
  "symbols": ["O", "H", "H", "O", "H", "H", "O", "H", "H", "O", "H", "H", "O", "H", "H", "O", "H", "H", "O", "H", "H", "O", "H", "H", "O", "H", "H"],
  "xyz": [[-0.67, 0.00, -3.31], [-0.96, -0.67, -2.67], [-1.54, 0.19, -3.68], [-2.24, 1.89, 2.20], [-1.35, 2.24, 2.26], [-2.83, 1.83, 2.95], [2.41, -1.98, -0.23], [3.11, -2.57, -0.52], [1.66, -2.40, -0.67], [2.20, 1.02, -1.87], [2.01, 0.13, -2.23], [3.15, 1.16, -1.86], [-3.19, -0.45, 3.00], [-3.62, 0.10, 2.34], [-2.31, -0.01, 2.96], [0.17, 0.76, 1.27], [0.30, -0.20, 1.20], [0.60, 1.04, 0.44], [-2.22, -0.71, -0.80], [-2.99, -0.27, -0.43], [-1.91, -1.35, -0.15], [1.60, -1.49, -3.08], [2.38, -1.30, -3.61], [0.81, -1.39, -3.62], [2.03, 1.16, 3.56], [1.68, 1.23, 2.66], [1.75, 2.02, 3.89]],
  "lowdin_charge": [-0.06, 0.02, 0.06, -0.07, 0.04, 0.04, -0.06, 0.04, 0.02, -0.07, -0.02, 0.03, -0.08, 0.02, 0.02, -0.05, 0.05, 0.05, -0.04, 0.04, 0.04, -0.06, 0.06, 0.03, -0.08, 0.00, 0.03],
  "e_lumo_ev": 0.18,
  "homo_ha": -0.398,
  "smiles": "O.O.O.O.O.O.O.O.O",
  "molar_mass_g_mol": 162.14
}

=====

[5]
{
  "formula": "C19H17Cl5F4N2NdO2",
  "method": "ωB97M-V with the def2-TZVPD basis set",
  "symbols": ["Nd", "C", "C", "N", "C", "C", "C", "C", "N", "C", "C", "F", "C", "F", "C", "C", "F", "C", "F", "H", "H", "H", "H", "H", "H", "H", "H", "H", "H", "H", "H", "H", "H", "H", "Cl", "C", "C", "Cl", "C", "Cl", "C", "O", "C", "O", "C", "Cl", "Cl", "C", "H", "H"],
  "xyz": [[-0.72, -0.49, -0.54], [2.03, 0.73, -2.45], [2.43, -0.72, -2.18], [1.95, -1.18, -0.87], [1.91, -2.66, -0.82], [3.26, -3.39, -0.89], [2.72, -0.61, 0.23], [1.93, -0.65, 1.55], [0.70, 0.08, 1.34], [-0.10, 0.32, 2.38], [-1.22, 1.17, 2.17], [-1.31, 1.72, 0.89], [-2.16, 1.48, 3.11], [-3.20, 2.28, 2.80], [-2.05, 0.99, 4.41], [-0.95, 0.18, 4.67], [-0.82, -0.30, 5.93], [0.00, -0.14, 3.73], [1.04, -0.92, 4.12], [2.28, 1.00, -3.47], [2.54, 1.43, -1.78], [0.94, 0.83, -2.31], [3.53, -0.81, -2.26], [1.97, -1.35, -2.95], [1.31, -3.00, -1.66], [1.40, -2.95, 0.10], [3.81, -3.12, -1.78], [3.06, -4.46, -0.92], [3.88, -3.20, -0.02], [2.91, 0.45, 0.01], [3.69, -1.11, 0.36], [2.54, -0.18, 2.33], [1.75, -1.69, 1.86], [-2.78, 1.22, 5.16], [-1.39, -6.76, -3.31], [-1.34, -5.44, -2.19], [-1.53, -5.67, -0.84], [-1.80, -7.26, -0.26], [-1.49, -4.59, 0.04], [-1.75, -4.86, 1.73], [-1.27, -3.28, -0.38], [-1.23, -2.28, 0.46], [-1.04, -3.05, -1.79], [-0.76, -1.85, -2.22], [-1.09, -4.15, -2.64], [-0.79, -3.89, -4.33], [-1.75, 1.64, -2.21], [-2.88, 0.50, -1.24], [-3.50, 0.07, -2.04], [-3.52, 1.22, -0.70]],
  "lowdin_charge": [1.68, -0.08, -0.25, -0.24, -0.24, -0.07, -0.18, -0.22, -0.13, -0.24, -0.15, -0.04, -0.23, 0.08, 0.04, -0.22, 0.07, -0.13, 0.05, 0.08, 0.07, 0.01, 0.12, 0.12, 0.10, 0.11, 0.07, 0.08, 0.06, 0.11, 0.11, 0.12, 0.12, 0.12, 0.63, -0.73, -0.73, 0.64, -0.61, 0.68, -0.43, -0.27, -0.44, -0.28, -0.62, 0.68, 0.33, -0.66, -0.04, -0.04],
  "e_lumo_ev": [2.52, 2.52],
  "homo_ha": [-0.179, -0.179],
  "s_squared": 3.75,
  "molar_mass_g_mol": 702.85,
  "multiplicity": 4,
  "total_charge": -1
}

=====

[6]
{
  "formula": "C4H6NO3",
  "method": "ωB97M-V with the def2-TZVPD basis set",
  "symbols": ["O", "C", "C", "C", "N", "C", "O", "O", "H", "H", "H", "H", "H", "H"],
  "xyz": [[-3.27, 1.07, 0.54], [-2.81, 0.38, -0.38], [0.51, 0.07, -0.40], [0.20, -0.22, 1.02], [1.41, 0.79, -1.03], [2.56, 0.09, -0.55], [-2.93, -0.85, -0.59], [3.11, 0.06, 0.52], [-2.18, 0.92, -1.14], [-0.11, -0.71, -0.89], [0.67, 0.39, 1.78], [0.59, -1.23, 1.23], [-0.87, -0.28, 1.23], [3.12, -0.47, -1.33]],
  "lowdin_charge": [-0.14, -0.74, -0.19, -0.06, 0.07, -0.40, -0.15, 0.02, 0.09, 0.12, 0.08, 0.10, 0.08, 0.12],
  "e_lumo_ev": 2.82,
  "homo_ha": -0.160,
  "molar_mass_g_mol": 116.10,
  "total_charge": -1
}

=====

[7]
{
  "formula": "C7H11N2O3S",
  "method": "ωB97M-V with the def2-TZVPD basis set",
  "symbols": ["C", "C", "C", "C", "C", "C", "C", "N", "N", "O", "O", "O", "S", "H", "H", "H", "H", "H", "H", "H", "H", "H", "H", "H"],
  "xyz": [[2.70, 2.27, -0.10], [-0.21, 0.28, 1.39], [1.88, 0.00, -0.58], [2.00, -1.04, -1.64], [-3.12, -0.06, 2.11], [2.98, 1.34, -2.24], [-1.91, -0.12, 3.09], [2.40, 1.21, -0.91], [3.02, 2.92, 0.80], [-0.63, 1.24, 0.78], [3.42, 3.70, 1.59], [-0.67, -0.41, 2.38], [1.54, -0.39, 1.18], [1.76, -0.55, -2.68], [3.01, -1.46, -1.66], [1.34, -1.86, -1.47], [-2.94, -0.78, 1.30], [-4.12, -0.28, 2.63], [-3.30, 0.97, 1.70], [3.70, 2.13, -2.42], [3.42, 0.39, -2.63], [2.25, 1.48, -3.10], [-2.08, -0.97, 3.76], [-1.63, 0.76, 3.79]],
  "lowdin_charge": [0.01, -0.73, -0.40, -0.05, -0.06, -0.02, -0.15, -0.05, -0.04, 0.09, 0.13, -0.08, 1.09, 0.14, 0.12, 0.09, 0.08, 0.11, 0.09, 0.12, 0.10, 0.14, 0.12, 0.16],
  "e_lumo_ev": -5.75,
  "homo_ha": -0.504,
  "molar_mass_g_mol": 203.24,
  "total_charge": 1
}

=====

[8]
{
  "formula": "C3H5N4",
  "method": "ωB97M-V with the def2-TZVPD basis set",
  "symbols": ["C", "C", "C", "N", "N", "N", "N", "H", "H", "H", "H", "H"],
  "xyz": [[-1.72, -0.05, -0.17], [-2.97, 0.59, -0.41], [1.92, 0.38, 0.22], [-2.64, 0.48, 0.80], [-0.54, -0.41, -0.42], [0.30, -1.24, 0.04], [1.53, -0.97, 0.18], [-3.72, 0.55, -1.15], [1.24, 0.95, -0.46], [1.58, 0.87, 1.24], [2.90, 0.72, -0.10], [2.13, -1.88, 0.24]],
  "lowdin_charge": [-0.14, 0.11, -0.06, 0.29, 0.12, 0.02, -0.05, 0.13, 0.09, 0.15, 0.10, 0.24],
  "e_lumo_ev": [-4.79, -7.95],
  "homo_ha": [-0.439, -0.544],
  "s_squared": 2.02,
  "molar_mass_g_mol": 97.10,
  "multiplicity": 3,
  "total_charge": 1
}

=====

[9]
{
  "formula": "C9H23FO6S",
  "method": "ωB97M-V with the def2-TZVPD basis set",
  "symbols": ["C", "C", "O", "C", "O", "S", "O", "O", "C", "C", "F", "H", "H", "H", "H", "H", "H", "H", "H", "H", "H", "H", "C", "C", "O", "H", "H", "H", "H", "H", "H", "C", "C", "O", "H", "H", "H", "H", "H", "H"],
  "xyz": [[1.04, 1.64, 2.31], [1.62, 2.52, 1.15], [1.72, 1.70, -0.03], [0.76, 3.80, 0.79], [0.22, 4.36, 2.01], [-1.38, 4.82, 1.83], [-1.52, 5.98, 2.77], [-2.39, 3.67, 2.51], [-2.42, 2.45, 1.75], [-3.89, 2.25, 1.18], [-4.27, 3.43, 0.50], [0.68, 2.21, 3.20], [1.83, 0.93, 2.69], [0.18, 1.04, 1.91], [2.64, 2.87, 1.46], [0.86, 1.72, -0.50], [-0.07, 3.61, 0.07], [1.45, 4.53, 0.28], [-1.72, 2.43, 0.88], [-2.25, 1.59, 2.44], [-3.87, 1.37, 0.48], [-4.56, 2.06, 2.06], [-0.05, -2.07, -1.99], [-0.75, -1.15, -1.02], [-0.71, 0.20, -1.48], [1.00, -1.77, -2.13], [-0.07, -3.11, -1.64], [-0.52, -2.03, -2.98], [-0.26, -1.18, -0.04], [-1.80, -1.45, -0.89], [-1.15, 0.22, -2.34], [2.63, -5.11, -2.64], [2.14, -5.33, -1.23], [0.84, -5.93, -1.25], [1.94, -4.46, -3.19], [3.62, -4.64, -2.64], [2.68, -6.05, -3.19], [2.06, -4.39, -0.69], [2.82, -5.99, -0.68], [0.92, -6.77, -1.71]],
  "lowdin_charge": [-0.05, -0.37, -0.07, -0.21, -0.34, 1.01, -0.40, -0.33, -0.24, -0.15, -0.07, 0.08, 0.09, 0.07, 0.15, 0.07, 0.10, 0.14, 0.10, 0.13, 0.12, 0.13, -0.09, -0.31, -0.10, 0.08, 0.07, 0.08, 0.11, 0.11, 0.08, -0.09, -0.33, -0.09, 0.07, 0.08, 0.07, 0.10, 0.11, 0.08],
  "e_lumo_ev": 0.43,
  "homo_ha": -0.369,
  "molar_mass_g_mol": 278.34
}

=====

[10]
{
  "formula": "C19H15NOsS4Se",
  "method": "ωB97M-V with the def2-TZVPD basis set",
  "symbols": ["Os", "S", "C", "C", "C", "C", "C", "C", "S", "C", "C", "C", "C", "C", "C", "C", "S", "C", "C", "C", "C", "C", "C", "S", "N", "H", "H", "H", "H", "H", "H", "H", "H", "H", "H", "H", "H", "H", "H", "H", "Se"],
  "xyz": [[0.32, -0.64, 0.04], [-1.65, -0.59, -1.33], [-2.99, -1.32, -0.43], [-3.34, -2.64, -0.71], [-4.39, -3.27, -0.07], [-5.13, -2.58, 0.89], [-4.80, -1.27, 1.18], [-3.73, -0.64, 0.53], [-3.37, 1.04, 0.98], [-2.08, 0.73, 2.24], [-0.90, 1.63, 2.04], [-0.90, 2.87, 2.67], [0.14, 3.75, 2.47], [1.19, 3.36, 1.64], [1.15, 2.10, 1.07], [2.27, 1.63, 0.18], [1.51, 1.01, -1.36], [2.82, 0.07, -2.08], [3.75, 0.73, -2.88], [4.78, 0.02, -3.48], [4.85, -1.35, -3.28], [3.91, -2.01, -2.50], [2.87, -1.31, -1.88], [1.71, -2.23, -0.91], [0.12, 1.25, 1.25], [-2.76, -3.18, -1.46], [-4.63, -4.30, -0.31], [-5.96, -3.06, 1.39], [-5.36, -0.71, 1.91], [-1.79, -0.31, 2.17], [-2.50, 0.91, 3.23], [-1.74, 3.13, 3.30], [0.15, 4.72, 2.94], [2.03, 4.01, 1.45], [2.80, 0.80, 0.64], [2.96, 2.44, -0.03], [3.67, 1.80, -3.03], [5.51, 0.53, -4.09], [5.64, -1.93, -3.75], [3.97, -3.08, -2.35], [-0.11, -2.13, 1.72]],
  "lowdin_charge": [0.41, 0.49, -0.70, -0.12, -0.08, -0.09, -0.11, -0.58, 0.92, -0.42, -0.32, -0.01, -0.03, -0.01, -0.34, -0.36, 0.89, -0.54, -0.11, -0.09, -0.08, -0.12, -0.65, 0.49, -0.02, 0.10, 0.10, 0.10, 0.10, -0.03, 0.08, 0.12, 0.12, 0.12, 0.10, 0.09, 0.11, 0.10, 0.11, 0.10, 0.17],
  "e_lumo_ev": [-0.23, -1.03],
  "homo_ha": [-0.233, -0.285],
  "s_squared": 6.03,
  "molar_mass_g_mol": 654.79,
  "multiplicity": 5
}